[1]
ORCA calculation (ωB97M-V/def2-TZVPD) on a 2-piece molecular cluster, C16H27ClF3NO9S overall at a distorted geometry.

- strongest force on any atom (eV Å⁻¹) = 2.5
- charge = 0
- E_HOMO (eV) = -9.53
- molecular weight (g mol⁻¹) = 501.9
- orbital gap (eV) = 9.67
- energy above the lowest of the compared OMol25 structures with the same formula, charge and spin (kcal/mol) = 0.00
- SMILES = C[C@@H](O)CNCCO[C@H]1OC(=O)O[C@H]1CCCCS(=O)(=O)Cl.CCOC(=O)C(F)(F)F

```
58
C16H27ClF3NO9S ωB97M-V/def2-TZVPD
C 0.58360 -2.46433 2.01989
C 1.85467 -1.90766 2.64055
O 2.27188 -2.71398 3.74056
C 3.00348 -1.90444 1.62644
N 2.56311 -1.44730 0.30144
C 3.16864 -0.20078 -0.16658
C 2.23012 1.00008 -0.17069
O 1.43340 1.12561 1.01531
C 1.81070 2.19783 1.78231
O 1.70797 3.48587 1.17967
C 2.01495 4.30169 2.24316
O 2.73339 5.23978 2.21039
O 1.34610 3.83002 3.30446
C 1.21741 2.35606 3.19810
C -0.25908 2.12250 3.46125
C -0.81657 0.77570 2.95488
C -1.94180 0.95720 1.93221
C -2.82440 -0.30294 1.93307
S -3.43712 -0.56202 0.29658
O -2.37545 -1.10431 -0.49699
O -4.08419 0.62662 -0.15865
Cl -4.86456 -2.00081 0.48259
H 0.81324 -3.33550 1.41135
H 0.08810 -1.72491 1.39524
H -0.12740 -2.72361 2.81016
H 1.73514 -0.87346 2.97795
H 1.48539 -3.03879 4.18742
H 3.80129 -1.27259 2.02308
H 3.38033 -2.92731 1.59132
H 2.83419 -2.17406 -0.34340
H 4.08049 0.05331 0.38528
H 3.48311 -0.35328 -1.19992
H 2.79951 1.90768 -0.36687
H 1.53052 0.88506 -0.99808
H 2.89757 2.07821 1.96701
H 1.89887 2.01595 3.96997
H -0.85418 2.94549 3.07660
H -0.39411 2.14056 4.54256
H -0.04715 0.12884 2.55701
H -1.25989 0.24832 3.80325
H -1.54388 1.14467 0.93559
H -2.55276 1.81405 2.20782
H -2.20516 -1.15935 2.19539
H -3.64107 -0.25097 2.64867
C -2.11873 -0.38057 -3.45696
C -2.89572 -0.93383 -4.62783
O -2.40453 -0.42407 -5.88984
C -1.32271 -1.00794 -6.37182
O -0.70831 -1.91100 -5.88586
C -0.95828 -0.37492 -7.72896
F -1.01031 0.95986 -7.67452
F -1.81784 -0.78695 -8.67083
F 0.26775 -0.73001 -8.09864
H -2.12558 0.71076 -3.47926
H -2.55154 -0.71508 -2.51065
H -1.07838 -0.70544 -3.48750
H -3.93507 -0.61666 -4.58018
H -2.87914 -2.02289 -4.64450
```


[2]
ORCA calculation (ωB97M-V/def2-TZVPD) on C16H27F12GeNO4P3RuS2 as an isolated structure at a distorted geometry.

- strongest force on any atom (eV Å⁻¹) = 1.3
- charge = +2
- <S²> = 0.755
- E_HOMO (alpha / beta) (eV) = -15.84 / -15.84
- molecular weight (g mol⁻¹) = 856.1
- orbital gap (alpha / beta) (eV) = 7.76 / 7.73
- energy above the lowest of the compared OMol25 structures with the same formula, charge and spin (kcal/mol) = 0.00
- spin multiplicity = 2

```
67
C16H27F12GeNO4P3RuS2 ωB97M-V/def2-TZVPD
Ru 0.10737 -0.08430 -0.48828
F -3.83574 -2.75706 -2.45132
C -3.68964 -1.81855 -1.55084
F -4.36832 -2.08534 -0.45982
F -3.99801 -0.63762 -2.03055
S -1.88529 -1.75916 -1.02997
O -1.19433 -0.78486 -1.95411
O -1.73511 -1.19530 0.32130
N -1.37840 -3.20903 -1.11286
S -0.18437 -3.48323 -0.06186
O -0.60471 -3.92311 1.21956
O 0.76800 -2.34770 -0.09222
C 0.66657 -4.90420 -0.89874
F 0.88739 -4.60987 -2.17191
F -0.09532 -5.96417 -0.79815
F 1.81700 -5.08226 -0.27168
C 3.42946 -0.73691 -0.40321
P 2.13679 -0.37092 -1.60683
C 2.07268 -1.72601 -2.78988
C 2.64379 1.07636 -2.53626
C 3.81626 1.11745 -3.28755
C 4.11979 2.26517 -4.00051
C 3.26147 3.36054 -3.97009
C 2.09608 3.31997 -3.22232
C 1.78981 2.16800 -2.50206
P 0.34985 2.05391 -1.42972
C -1.08373 2.52765 -2.40325
C 0.67591 3.25863 -0.12960
H 4.36564 -0.91730 -0.93578
H 3.16546 -1.62620 0.16704
H 3.57323 0.11185 0.26616
H 2.90154 -1.60810 -3.48913
H 1.13521 -1.69618 -3.34520
H 2.16663 -2.67602 -2.27515
H 4.48919 0.26917 -3.32521
H 5.02695 2.30831 -4.58776
H 3.50552 4.25055 -4.53409
H 1.44132 4.18284 -3.20505
H -0.78327 3.31241 -3.09839
H -1.88064 2.88271 -1.75576
H -1.43700 1.66717 -2.97117
H 0.75316 4.24200 -0.60046
H 1.63416 3.03223 0.33986
H -0.12408 3.27758 0.60319
F -1.61245 1.35863 0.29434
P -3.03599 1.95148 1.14039
F -3.58572 2.45103 -0.25478
F -2.28656 1.37335 2.55651
F -3.63997 0.49833 0.92923
F -4.24722 2.45166 1.98261
F -2.19343 3.27737 1.35991
C -1.80233 1.07326 5.49487
Ge -1.53681 -0.08180 3.98550
C 0.84441 -1.33751 4.02186
C -2.79341 -1.50868 3.71303
C 0.20323 -0.16119 3.18172
H -2.07263 0.50350 6.38291
H -2.64535 1.71456 5.23312
H -0.93185 1.69098 5.70169
H 0.23202 -1.67789 4.87016
H 1.79599 -1.02562 4.44343
H 1.00522 -2.21977 3.40823
H -3.27574 -1.74830 4.65887
H -2.32556 -2.40242 3.30361
H -3.53548 -1.13479 3.01026
H 0.80685 0.72981 3.30615
H 0.11450 -0.45708 2.13596
```


[3]
ORCA calculation (ωB97M-V/def2-TZVPD) on C16H27MnN5O2 as an isolated structure at a distorted geometry.

- strongest force on any atom (eV Å⁻¹) = 1.8
- charge = +2
- <S²> = 0.944
- E_HOMO (alpha / beta) (eV) = -14.66 / -14.14
- molecular weight (g mol⁻¹) = 376.4
- orbital gap (alpha / beta) (eV) = 9.75 / 9.06
- energy above the lowest of the compared OMol25 structures with the same formula, charge and spin (kcal/mol) = 0.00
- spin multiplicity = 2

```
51
C16H27MnN5O2 ωB97M-V/def2-TZVPD
Mn -0.65929 0.86618 -0.96558
C -0.76317 -0.58750 -3.55659
C 0.66081 -0.13292 -3.42971
N 1.00071 -0.06899 -1.99884
C 1.30217 -1.39395 -1.42527
C 0.21937 -1.85969 -0.49845
C 0.31083 -3.03125 0.22799
C -0.73156 -3.36269 1.08062
C -1.81798 -2.50959 1.19788
C -1.82702 -1.35238 0.44262
C -2.92681 -0.33692 0.54924
N -2.68745 0.84870 -0.30408
C -3.53991 0.88109 -1.51310
C -2.96373 -0.05020 -2.54321
N -1.57816 0.38276 -2.81122
N -0.83956 -1.05552 -0.40234
H -0.91556 -1.57250 -3.11116
H -1.05705 -0.65906 -4.60589
H 0.77127 0.87257 -3.84166
H 1.33691 -0.78742 -3.98616
H 1.80469 0.53881 -1.89150
H 2.25339 -1.36707 -0.89291
H 1.42796 -2.12797 -2.22701
H 1.17842 -3.67095 0.12670
H -0.69003 -4.27390 1.66379
H -2.63850 -2.73296 1.86731
H -3.02533 -0.02484 1.58814
H -3.87760 -0.80386 0.27509
H -2.89204 1.67645 0.24439
H -3.53630 1.90500 -1.89190
H -4.57596 0.62332 -1.28242
H -3.57674 -0.04692 -3.44663
H -2.93044 -1.07846 -2.17860
H -1.63051 1.22672 -3.37973
O 0.91890 2.03741 -0.14725
C 0.78870 1.64476 1.04489
O -0.12194 0.87979 1.41612
C 1.81249 2.15855 2.03148
N 1.49785 1.54612 3.39230
C 2.66158 0.64767 3.76405
C 3.83408 1.32228 3.08146
C 3.26270 1.74271 1.72589
H 1.70033 3.23831 2.11156
H 0.61835 1.02583 3.26866
H 1.35977 2.26824 4.09626
H 2.44104 -0.33095 3.34155
H 2.72416 0.56907 4.84550
H 4.69015 0.65657 2.99908
H 4.14643 2.19755 3.65534
H 3.26559 0.90406 1.02741
H 3.81395 2.55792 1.26591
```


[4]
ORCA calculation (ωB97M-V/def2-TZVPD) on C16H27N3O2PdS as an isolated structure at a distorted geometry.

- strongest force on any atom (eV Å⁻¹) = 3.9
- charge = 0
- <S²> = 2.015
- E_HOMO (alpha / beta) (eV) = -6.41 / -7.79
- molecular weight (g mol⁻¹) = 431.9
- orbital gap (alpha / beta) (eV) = 6.64 / 6.88
- spin multiplicity = 3

```
50
C16H27N3O2PdS ωB97M-V/def2-TZVPD
Pd -1.40351 -0.60747 -1.38320
C 3.48004 -0.05495 2.03133
C 3.61513 -1.22498 1.06596
N 2.89316 -1.01279 -0.22792
C 3.64723 -0.45569 -1.38402
C 4.06981 -1.56504 -2.33607
C 1.55138 -1.20574 -0.25732
S 0.77342 -1.13911 -1.81647
N 0.93261 -1.37133 0.90915
C -0.34610 -1.66532 1.06369
O -1.16258 -2.04564 0.10601
C -0.94509 -1.55511 2.37715
C -0.13409 -1.17961 3.45289
C -0.74407 -0.86653 4.65444
C -2.13480 -0.82816 4.76776
C -2.93550 -1.26545 3.73080
C -2.32531 -1.64218 2.54896
H 4.00182 -0.28483 2.97105
H 2.43413 0.14383 2.25529
H 3.96590 0.82028 1.61429
H 3.26471 -2.14569 1.50655
H 4.67850 -1.38797 0.78874
H 4.49626 0.07558 -0.90983
H 3.00877 0.31345 -1.87463
H 4.97479 -2.08654 -1.99168
H 4.31751 -1.11175 -3.31492
H 3.25358 -2.23403 -2.53363
H 0.94512 -1.15969 3.29464
H -0.13339 -0.60763 5.51536
H -2.55103 -0.43428 5.69180
H -4.01737 -1.32341 3.82541
H -2.90054 -2.01510 1.69331
N -3.73527 -0.66188 -1.05969
H -3.96627 -1.49109 -0.48447
H -4.23504 -0.79372 -1.93970
H -4.10140 0.18524 -0.61020
C -0.59544 2.83731 -3.43611
C -1.57145 2.24837 -2.46115
C -2.98038 2.71010 -2.77881
C -1.26676 2.43213 -0.96965
O -1.54566 0.74691 -2.74092
H -0.42506 3.94349 -3.32645
H -0.88187 2.62117 -4.50095
H 0.38962 2.38435 -3.22046
H -3.11056 3.82883 -2.77535
H -3.67117 2.38103 -1.98665
H -3.35003 2.31883 -3.75180
H -1.36104 3.48477 -0.65356
H -0.21775 2.12493 -0.76491
H -1.94500 1.82211 -0.37404
```